DFT (ωB97M-V/def2-TZVPD) results for a gas-phase ion, C7H9N2O (charge +1) at a distorted geometry.

Last column: Löwdin charge in e.
Positions of all 19 atoms, in Å:
C -0.139 -1.165 3.037  0.014
C -0.936 -1.966 2.210  0.001
C 0.504 -0.046 2.462  -0.014
C -0.907 -1.719 0.866  -0.016
C 0.482 0.157 1.081  0.003
C -0.343 -0.464 -1.139  0.029
C 0.501 1.012 -2.793  -0.259
N 0.145 2.293 -3.052  0.058
N -0.313 -0.640 0.335  -0.035
O 0.172 0.623 -1.429  -0.034
H 0.153 -1.240 4.150  0.162
H -1.406 -2.815 2.539  0.099
H 1.258 0.610 3.070  0.163
H -1.468 -2.392 0.166  0.165
H 0.958 0.984 0.526  0.151
H -0.789 2.679 -3.191  0.109
H -0.010 0.331 -3.464  0.138
H 1.456 0.671 -2.856  0.110
H 0.681 3.087 -2.516  0.156

## Properties
LUMO energy = -5.0 eV
Molar mass = 137.162 g/mol
Calculated total energy = -456.5294 hartree
Energy relative to the best compared isomer or geometry (same formula, charge and spin) = 3.411 eV
Net charge = +1
Maximum force = 5.27 eV/Å